DFT (ωB97M-V with the def2-TZVPD basis set) results for C12H16N2O3 in the gas phase at a distorted geometry.

Computed properties:
* charge: 0
* relative energy (zero: lowest compared OMol25 entry of this formula, charge and spin): 1.738 eV
* maximum force: 5.344 eV/Å
* molar mass: 236.3 g/mol
* lowest unoccupied orbital energy: 0.34 eV
* SMILES: CN1C(=O)[C@@](C)(C2=CCCCC2)C(=O)N=C1O
* Kohn-Sham gap: 9.59 eV
* total energy: -802.08362 Eh
* E_HOMO: -9.25 eV

Geometry as XYZ:
```
33
C12H16N2O3 ωB97M-V with the def2-TZVPD basis set
C 0.24284 0.48512 1.08903
H 1.09843 0.86761 -1.44269
H 2.51226 -0.74455 -2.72454
H 1.31150 -2.34181 1.03383
H -3.58411 1.00261 -0.53103
C 0.48517 -2.04392 0.36655
C 0.81320 1.88755 0.84497
H -3.69601 2.72055 -0.12458
H 0.65709 -3.96881 -0.60558
H -3.86865 1.51057 1.14821
O 2.01040 2.15417 1.08903
C 0.77578 0.06921 2.50886
O -1.46412 3.80173 -0.61598
H 1.85818 -0.11861 2.52845
H -0.33486 -2.78436 -1.49748
C 0.57317 -2.92710 -0.90715
C 1.53744 -1.07641 -2.29817
N -1.88898 1.75131 0.51113
C 1.06640 -0.15901 -1.20150
N 0.16265 2.86366 0.14380
H 0.75310 -1.04579 -3.07744
H 2.71226 -2.61311 -1.21716
H 0.26421 -0.84243 2.83219
C -1.25980 0.68180 1.18486
H -0.49364 -2.21804 0.84877
O -1.99209 -0.09489 1.77441
C -1.08151 2.70665 0.01291
H 1.83937 -3.18196 -2.64485
C -3.32566 1.73556 0.25893
C 0.61798 -0.57065 0.01713
C 1.75853 -2.51312 -1.79883
H -0.57361 4.16218 -0.72361
H 0.51307 0.84427 3.21755
```

Results of the Löwdin charge analysis, in e, for atoms 1 through 2: -0.26, 0.10